[1]
Density functional theory data (ωB97M-V/def2-TZVPD) for a cluster of 12 separate species, C21H66N6O15 in total at a distorted geometry.

- Total energy: -62500.965 eV
- Orbital gap: 8.73 eV
- Structure (SMILES): NC(N)=O.NC(N)=O.NC(N)=O.OCCO.OCCO.OCCO.CCO.CCO.CCO.CCO.CCO.CCO
- LUMO energy: -0.19 eV

Last column: Mulliken charge in e.
Cartesian coordinates (Å):
C: -17.885043 -1.390483 12.834388  0.5085
O: -17.462313 -0.343767 12.385952  -0.7815
N: -17.330612 -1.887728 13.966478  -0.3760
N: -18.787243 -2.046739 12.180340  0.1215
H: -17.036904 -1.090845 14.501318  0.2506
H: -17.626011 -2.728366 14.432759  0.1939
H: -19.060020 -1.770459 11.257978  -0.1127
H: -19.321545 -2.788265 12.588134  0.0777
C: -19.174127 -0.116503 3.872657  0.5029
O: -20.039877 0.441419 3.255952  -0.7549
N: -19.283055 -1.390525 4.078221  -0.0109
N: -18.162803 0.622445 4.383467  -0.2317
H: -20.143312 -1.883358 3.890279  0.1122
H: -18.584478 -1.894479 4.594498  -0.0126
H: -17.282678 0.195404 4.598952  0.1857
H: -18.157852 1.525749 3.945447  0.2490
C: -15.637850 0.379288 9.627120  0.5929
O: -15.045482 0.500386 8.600796  -0.6985
N: -16.252835 1.361479 10.198722  -0.2609
N: -15.660749 -0.848478 10.141033  0.0878
H: -16.019741 2.302486 9.969281  0.2528
H: -16.604599 1.271941 11.144079  0.2027
H: -16.160332 -1.113275 10.977532  0.1446
H: -15.293565 -1.487298 9.468844  -0.6389
C: -22.184681 -4.681821 5.962161  -1.0703
C: -21.023185 -3.925027 5.177699  0.8002
O: -21.514186 -3.359270 4.014778  -0.5753
H: -23.036701 -4.059500 6.261805  0.2573
H: -21.685610 -5.080022 6.849654  0.2077
H: -22.617608 -5.526842 5.414041  0.4163
H: -20.190253 -4.615656 4.980827  0.1967
H: -20.611750 -3.092886 5.754454  -0.5150
H: -21.734685 -4.021634 3.352372  0.3095
C: -24.590550 -1.770921 9.715107  -1.3835
C: -23.102226 -1.756248 9.301613  0.2750
O: -22.471229 -0.495735 9.258439  -0.5367
H: -24.847570 -1.363927 10.696457  0.3691
H: -24.946579 -2.803757 9.638366  0.3608
H: -25.170615 -1.166254 8.998563  0.3579
H: -22.967289 -2.211367 8.315319  0.1112
H: -22.535261 -2.344125 10.045662  0.0076
H: -22.542233 -0.133224 10.147032  0.2716
C: -16.915285 -7.198804 7.778175  -1.1324
C: -16.151458 -6.084139 7.026950  0.7665
O: -16.423454 -6.200513 5.631756  -0.6442
H: -16.586125 -8.189427 7.444588  0.3283
H: -17.999344 -7.096896 7.676723  0.2729
H: -16.752173 -7.093845 8.859434  0.2131
H: -15.055981 -6.142447 7.160243  0.2814
H: -16.394583 -5.106259 7.471451  -0.4973
H: -16.686334 -5.344339 5.266903  0.3299
C: -18.917498 1.525660 7.969339  -0.9512
C: -20.179046 0.941881 7.325098  -0.4485
O: -20.373154 -0.442993 7.616355  -0.5530
H: -18.895160 1.410955 9.057426  0.2648
H: -18.870426 2.586605 7.712403  0.5000
H: -18.025519 1.064398 7.549251  0.0847
H: -20.144672 1.064143 6.247867  0.1597
H: -21.090630 1.471362 7.641870  0.5298
H: -20.996666 -0.477373 8.363599  0.2701
C: -15.613466 -4.226495 3.072883  -1.4690
C: -15.801000 -3.085991 4.036958  0.2145
O: -16.789628 -3.466083 5.022003  -0.3461
H: -15.204522 -5.111895 3.598489  0.3164
H: -14.931518 -3.968693 2.255863  0.4218
H: -16.585861 -4.432511 2.630322  0.3131
H: -16.085476 -2.175174 3.496718  0.2666
H: -14.851068 -2.839400 4.523711  0.1777
H: -16.778788 -2.806858 5.749704  -0.0531
C: -12.202471 -3.148811 7.824559  -1.4419
C: -13.582478 -2.537354 7.862281  0.6144
O: -13.773488 -1.460847 6.942067  -0.5540
H: -12.196382 -4.018258 8.482729  0.3027
H: -11.419833 -2.408378 8.103630  0.3474
H: -11.967066 -3.494353 6.825330  0.3635
H: -13.721259 -2.152850 8.877843  0.4712
H: -14.335041 -3.311669 7.671723  -0.2699
H: -13.763164 -0.643256 7.475628  0.4083
C: -18.789202 -3.547518 8.250313  -0.1396
C: -17.819669 -2.413784 8.248145  1.5966
O: -17.978297 -1.692091 6.984199  0.3994
O: -20.183055 -3.246026 8.500651  -0.1713
H: -18.527938 -4.235561 9.055068  0.2822
H: -18.701990 -4.023924 7.249270  0.0232
H: -16.814008 -2.866831 8.256668  -0.6998
H: -17.927209 -1.726804 9.098498  -0.2130
H: -18.850489 -1.238939 7.099825  -0.4324
H: -20.448361 -2.534530 7.877156  -0.0560
C: -15.811918 -5.050574 12.481449  -0.3406
C: -15.701968 -4.146084 11.198288  0.2617
O: -15.403093 -4.945431 10.079877  -0.3219
O: -14.601504 -5.637160 12.770637  -0.5856
H: -16.524274 -5.878030 12.340427  0.1537
H: -16.167593 -4.453859 13.321105  0.2622
H: -14.948783 -3.340741 11.349754  0.2844
H: -16.681962 -3.727162 11.002687  -0.2668
H: -14.575512 -5.414786 10.284512  0.2822
H: -14.008501 -5.006511 13.187070  0.3759
C: -21.236131 -4.754925 12.005731  -0.2205
C: -19.773442 -5.194335 12.072172  -0.5842
O: -19.207035 -4.719828 13.292611  -0.5187
O: -21.998461 -5.486010 12.951929  -0.5706
H: -21.664528 -4.921728 11.014191  0.2374
H: -21.255211 -3.683042 12.221054  0.1755
H: -19.220513 -4.699336 11.253764  0.1965
H: -19.637686 -6.278533 12.027707  0.6295
H: -19.533435 -5.332351 13.966821  0.2992
H: -22.392265 -4.871842 13.588469  0.3388

Atoms 1-3, force components in eV/Å:
C 1.4 0.8 0.4
O 0.8 1.8 -0.4
N 0.0 0.0 0.6

=====

[2]
Density functional theory data (ωB97M-V/def2-TZVPD) for a cluster of 8 separate species, C21H67NO28P7 in total at a distorted geometry.

- Energy above the lowest of the compared OMol25 structures with the same formula, charge and spin: 842.9 kJ/mol
- Total energy: -146708.966 eV
- Orbital gap: 8.15 eV
- LUMO energy: -3.44 eV
- Charge: +1

Last column: Mulliken charge in e.
Cartesian coordinates (Å):
N: -0.196540 1.564767 0.044521  -0.4809
H: -0.760757 0.855654 -0.401483  0.3671
H: 0.715350 1.291864 -0.293221  0.3661
H: -0.136358 1.508436 1.051150  0.3780
H: -0.312008 2.469354 -0.389646  0.3693
C: -8.100958 2.391316 -3.940886  -0.7948
O: -7.729604 3.666777 -4.351134  -0.3196
P: -6.214762 4.114773 -4.660381  1.0165
O: -6.037740 5.577491 -4.654319  -0.6694
O: -5.389345 3.371920 -3.400117  -0.2765
C: -5.494650 3.962348 -2.111090  -0.7919
O: -5.940626 3.214204 -6.001146  -0.3072
C: -6.802964 2.908917 -7.065962  -0.5788
H: -7.385153 1.595280 -4.145993  0.3614
H: -8.953649 1.956904 -4.462707  0.3345
H: -8.288715 2.413757 -2.867420  0.2924
H: -5.774597 3.300113 -1.291835  0.3036
H: -6.240846 4.711940 -1.847598  0.3362
H: -4.515952 4.396466 -1.906669  0.3089
H: -7.823932 2.915036 -6.684259  0.2836
H: -6.583165 1.895424 -7.401547  0.2302
H: -6.747949 3.550097 -7.945712  0.2714
C: 3.743749 4.858860 6.329004  -0.6452
O: 3.556460 3.534136 6.793841  -0.3197
P: 3.890881 2.279574 5.793628  1.0145
O: 2.730610 1.790689 4.911562  -0.6528
O: 5.197587 2.705015 4.921884  -0.3294
C: 5.453865 1.942022 3.776086  -0.6578
O: 4.624774 1.171676 6.768581  -0.3162
C: 4.985522 -0.158997 6.282497  -0.7454
H: 4.158608 5.365603 7.200327  0.2549
H: 2.740866 5.263144 6.191605  0.2691
H: 4.501854 5.090705 5.580929  0.3265
H: 6.505167 1.690440 3.915947  0.2157
H: 5.417958 2.637892 2.937889  0.2607
H: 4.738360 1.126644 3.669801  0.3531
H: 5.995942 -0.093454 5.878938  0.3051
H: 4.478762 -0.559850 5.404650  0.3344
H: 5.042543 -1.022686 6.944973  0.3324
C: 4.945977 -8.566548 3.432815  -0.5570
O: 3.789788 -8.028001 2.775567  -0.2843
P: 2.327727 -7.937878 3.510408  0.9666
O: 2.323675 -7.786166 4.962742  -0.6516
O: 1.457396 -6.859479 2.662926  -0.2904
C: 1.910006 -5.562785 2.288569  -0.5815
O: 1.678068 -9.345056 3.139163  -0.3270
C: 2.037998 -10.529807 3.757428  -0.6639
H: 4.702307 -9.297959 4.203373  0.2353
H: 5.448694 -7.753758 3.956969  0.2572
H: 5.589549 -9.095891 2.730172  0.2625
H: 1.503245 -4.827923 2.983277  0.2553
H: 1.624095 -5.483205 1.239752  0.2238
H: 2.988909 -5.480737 2.420199  0.3090
H: 1.164936 -11.062708 4.134104  0.2659
H: 2.804070 -10.475266 4.530900  0.2971
H: 2.401071 -11.195966 2.974803  0.2830
C: 0.537179 8.296802 -4.654399  -0.5903
O: 1.359461 8.621358 -3.493711  -0.3162
P: 2.181911 7.497953 -2.724314  1.0413
O: 1.439069 6.336042 -2.367448  -0.6241
O: 3.540252 7.358280 -3.663379  -0.3594
C: 4.601889 6.418777 -3.380672  -0.5945
O: 2.773123 8.250846 -1.471857  -0.2687
C: 1.928587 8.668159 -0.411171  -0.6841
H: 0.425885 7.224240 -4.495202  0.3182
H: 1.109875 8.505299 -5.558090  0.2296
H: -0.375210 8.880536 -4.532325  0.2224
H: 4.346959 5.932039 -2.439284  0.2820
H: 5.585554 6.888309 -3.386875  0.2543
H: 4.668915 5.706024 -4.202596  0.2484
H: 0.942764 8.249825 -0.614307  0.3184
H: 1.741135 9.740900 -0.457933  0.2653
H: 2.340330 8.216972 0.491600  0.2578
C: -5.527485 1.204691 8.159743  -0.7404
O: -5.156322 1.239229 6.764127  -0.3256
P: -4.400299 -0.059246 6.110146  1.0191
O: -3.904040 0.039170 4.666024  -0.6885
O: -3.224430 -0.278937 7.203702  -0.2889
C: -2.517279 -1.556526 7.143695  -0.7448
O: -5.388294 -1.269465 6.363145  -0.2623
C: -6.702745 -0.992203 6.145754  -0.7627
H: -5.066556 1.996709 8.749960  0.2973
H: -5.413075 0.293782 8.747334  0.3394
H: -6.580082 1.471813 8.253431  0.3326
H: -2.855505 -2.242912 7.919958  0.2774
H: -1.474875 -1.422862 7.432845  0.2869
H: -2.354399 -2.022105 6.171689  0.3408
H: -7.404751 -0.760121 6.946651  0.2545
H: -7.142411 -1.895332 5.722493  0.2837
H: -6.767028 -0.170965 5.431942  0.3816
C: -5.342697 -3.639349 -0.866033  -0.6761
O: -4.493109 -2.735612 -1.613155  -0.3414
P: -3.626341 -3.437907 -2.843483  1.0215
O: -2.447665 -2.634401 -3.156582  -0.7237
O: -3.264251 -4.900809 -2.296292  -0.2927
C: -2.796487 -5.902235 -3.300688  -0.6530
O: -4.688181 -3.816828 -3.927156  -0.2587
C: -4.498054 -3.296163 -5.294280  -0.7048
H: -4.879924 -4.117018 -0.002452  0.3006
H: -5.443942 -4.592646 -1.384769  0.2662
H: -6.322608 -3.176967 -0.747451  0.2954
H: -2.135490 -6.631096 -2.831711  0.2655
H: -2.180783 -5.480872 -4.095317  0.3064
H: -3.699204 -6.282457 -3.778836  0.2830
H: -4.170926 -2.258439 -5.359363  0.3215
H: -5.403319 -3.255163 -5.900015  0.2900
H: -3.800262 -3.888924 -5.885750  0.3002
C: 4.307118 0.376122 -6.646383  -0.7509
O: 4.890899 -0.696417 -5.923341  -0.2363
P: 5.296603 -0.696220 -4.377598  0.9586
O: 4.461544 0.196217 -3.565692  -0.6888
O: 5.402297 -2.286806 -3.938883  -0.3264
C: 6.077905 -3.150044 -4.775529  -0.6606
O: 6.856642 -0.171436 -4.299539  -0.3208
C: 7.766309 -0.360206 -5.344962  -0.6798
H: 4.882495 0.883108 -7.420987  0.3026
H: 3.893350 1.175437 -6.031584  0.3184
H: 3.406716 0.034548 -7.156964  0.2870
H: 5.621355 -4.122483 -4.960002  0.3098
H: 7.105578 -3.404175 -4.515920  0.2975
H: 6.052975 -2.887947 -5.833253  0.2813
H: 8.575982 -0.968704 -4.942155  0.2888
H: 8.073922 0.663302 -5.559251  0.2785
H: 7.507348 -0.869608 -6.273157  0.3410

Atoms 1-3, force components in eV/Å:
N 1.4 -0.7 -1.1
H -1.1 -0.2 0.2
H 1.0 -0.2 0.0